# 1
Molecular formula: C35H42IrO2S4Sb2
Method: DFT, ωB97M-V with the def2-TZVPD basis set

ORCA input file:
```
! wB97M-V def2-TZVPD RIJCOSX def2/J DEFGRID3
* xyz 4 6
Ir 1.17 0.91 0.13
Sb -2.85 -2.13 -0.40
Sb -3.19 1.39 0.18
S 1.57 1.57 -2.38
S 1.40 3.29 0.48
S 1.87 0.86 2.64
S 3.45 -0.25 -0.21
O -0.84 -0.23 -0.24
O 0.38 -0.77 -0.07
C -2.65 -6.71 1.51
C -2.76 5.63 1.37
C -3.66 -5.16 -0.02
C 3.51 0.03 2.56
C -3.45 -3.11 -3.31
C -1.83 -3.34 -5.08
C 2.31 3.95 -0.98
C -3.45 4.27 -0.96
C -3.09 3.58 0.19
C -1.11 -2.65 -2.90
C -4.28 1.80 3.03
C -3.14 6.33 0.24
C 1.72 3.40 -2.27
C -5.02 -1.64 -0.53
C -3.63 -6.41 0.58
C -3.42 0.99 2.31
C -4.42 1.58 4.39
C 3.29 1.02 -2.67
C -2.86 -0.25 4.28
C -5.32 -0.40 -1.34
C -1.73 -5.75 1.91
C -2.71 4.24 1.34
C -5.22 0.90 -0.58
C -3.14 -3.41 -4.64
C -3.70 0.57 5.01
C -2.71 -0.03 2.91
C -2.73 -4.22 0.39
C 4.18 0.90 -1.45
C -2.42 -2.72 -2.48
C -3.49 5.66 -0.92
C -0.82 -2.95 -4.22
C -1.75 -4.49 1.32
C 4.34 0.28 1.31
C 2.30 2.61 3.00
C 2.67 3.46 1.80
H -0.32 -2.36 -2.22
H -1.59 -3.64 -6.09
H 5.14 0.47 -1.76
H -3.78 0.43 6.08
H -4.82 2.60 2.55
H -2.31 -1.04 4.76
H 2.31 3.73 -3.13
H -4.70 -0.36 -2.25
H -5.09 2.21 4.96
H 0.70 3.75 -2.38
H -5.85 0.90 0.31
H 1.42 3.00 3.50
H -5.46 -2.52 -0.99
H 4.38 1.86 -0.97
H -4.47 -3.19 -2.98
H 3.12 2.59 3.72
H 2.70 4.51 2.09
H -3.14 7.41 0.25
H -5.38 -1.56 0.49
H -2.02 -0.65 2.34
H -0.99 -5.97 2.66
H 0.20 -2.88 -4.57
H -3.80 6.21 -1.80
H -2.41 3.69 2.23
H -2.58 -7.71 1.91
H -4.37 -7.14 0.30
H 3.37 3.74 -0.87
H 3.19 0.05 -3.16
H -2.52 6.15 2.28
H 3.73 1.72 -3.39
H 5.25 -0.32 1.38
H 2.18 5.04 -0.98
H -4.41 -4.94 -0.77
H -3.71 3.75 -1.87
H -5.51 1.74 -1.21
H 3.28 -1.03 2.67
H 4.06 0.36 3.44
H -6.36 -0.48 -1.69
H -1.02 -3.75 1.61
H 3.64 3.19 1.39
H 4.63 1.32 1.21
H -3.94 -3.70 -5.31
*
```

Calculated values
energy above the lowest of the compared OMol25 structures with the same formula, charge and spin = 42.35 kcal/mol
gap between HOMO and LUMO (spin up / spin down) = 7.080 / 4.118 eV
LUMO (spin up / spin down) = -10.25 / -14.19 eV
electronic energy = -100279.847 eV
HOMO (spin up / spin down) = -17.3 / -18.3 eV

---

# 2
Molecular formula: C35H42N2O6
Method: DFT, ωB97M-V with the def2-TZVPD basis set

ORCA input file:
```
! wB97M-V def2-TZVPD RIJCOSX def2/J DEFGRID3
* xyz 0 1
O 3.29 3.01 1.04
O 0.55 5.57 0.17
O -0.85 -3.76 6.01
O -1.08 5.81 2.26
O -1.23 3.79 4.00
O 0.83 -2.31 6.48
N 3.15 -0.51 1.34
N 4.43 1.11 0.41
C 0.15 -7.69 6.53
C 0.36 -3.49 5.97
C 3.65 -7.87 0.40
C 0.31 2.07 1.10
C 2.67 -1.65 1.87
C 2.41 0.75 1.53
C 1.41 -5.70 5.84
C 2.62 -6.39 6.17
C 5.57 -1.02 0.88
C -0.15 6.54 3.10
C 2.44 -6.60 2.07
C 2.67 -7.79 1.41
C -0.71 4.56 1.86
C 4.40 -6.73 0.07
C 0.02 4.41 0.66
C -0.79 3.47 2.75
C 0.39 -0.36 7.79
C -0.21 -1.60 7.18
C -1.47 2.72 4.93
C 1.44 -4.35 5.48
C 1.06 0.81 0.78
C 3.13 -5.41 1.70
C 3.39 1.79 0.97
C 5.50 1.82 -0.26
C 3.89 -0.83 -1.02
C 2.57 -7.66 6.74
C 2.75 -4.11 2.22
C 0.16 -6.41 6.00
C 1.34 -8.32 6.91
C -0.31 2.21 2.34
C 1.45 5.54 -0.95
C 4.27 -0.35 0.40
C 3.12 -2.93 1.55
C 0.27 3.12 0.18
C 4.17 -5.53 0.73
H 3.82 -8.80 -0.14
H -1.02 -1.35 6.48
H 3.50 -1.86 -0.99
H 4.77 -0.80 -1.67
H 2.10 -4.07 3.10
H -0.62 -2.25 7.98
H 1.19 0.06 7.18
H 3.12 -0.18 -1.45
H 3.56 -5.85 6.02
H 1.86 -1.54 2.59
H 6.33 -0.95 0.09
H -0.65 7.48 3.31
H -0.40 1.35 3.02
H -0.76 -5.89 5.73
H -0.52 2.23 5.20
H 0.94 5.15 -1.85
H 2.09 -8.68 1.66
H 1.73 6.58 -1.10
H 5.40 -2.07 1.12
H 5.92 -0.51 1.78
H 1.30 0.77 -0.30
H 2.34 4.94 -0.72
H 0.54 2.94 -0.86
H 0.79 -0.59 8.78
H 0.04 5.98 4.02
H 2.26 0.96 2.60
H -0.81 -8.19 6.67
H -1.91 3.19 5.80
H 0.79 6.71 2.55
H 3.50 -8.12 7.08
H 5.40 2.89 -0.06
H 5.16 -6.77 -0.71
H 2.38 -3.87 5.27
H 5.48 1.65 -1.35
H 6.48 1.49 0.11
H -2.17 1.98 4.50
H -0.40 0.39 7.91
H 1.70 -6.53 2.87
H 3.74 -3.00 0.66
H 4.79 -4.66 0.50
H 1.32 -9.32 7.34
H 0.48 -0.09 1.03
*
```

Calculated values
gap between HOMO and LUMO = 2.379 eV
LUMO = -2.48 eV
electronic energy = -52236.769 eV
HOMO = -4.9 eV

---

# 3
Molecular formula: C35H43BeClN2Si2
Method: DFT, ωB97M-V with the def2-TZVPD basis set

ORCA input file:
```
! wB97M-V def2-TZVPD RIJCOSX def2/J DEFGRID3
* xyz 0 1
Cl -0.81 -2.36 -4.84
Si -1.37 0.53 0.48
Si -1.23 -0.50 -4.17
N 0.21 -3.11 0.43
N 2.39 -2.41 -0.92
C 2.65 -1.84 -2.26
C -1.23 -2.94 0.70
C -0.29 2.09 4.32
C 1.88 -3.83 -1.16
C 2.06 2.08 -4.56
C 2.22 -1.26 3.68
C 3.37 -0.59 3.13
C -4.34 0.50 0.80
C 0.18 4.19 -1.02
C 3.02 -0.14 1.85
C -1.27 3.29 -2.71
C 0.85 0.54 -2.59
C -3.17 1.24 0.54
C -1.71 -0.11 3.34
C -0.84 1.99 -0.68
C -5.54 1.16 1.13
C -0.46 4.33 -2.25
C -5.61 2.56 1.19
C 1.08 1.14 -4.90
C 2.41 2.27 -3.22
C 0.40 -3.86 -0.86
C 0.36 0.46 -3.90
C 0.08 2.99 -0.31
C -4.47 3.31 0.88
C 1.86 1.44 -2.24
C 1.64 -0.54 1.52
C -1.13 0.79 2.42
C -1.56 2.21 -1.88
C -0.81 1.16 5.21
C -1.49 0.03 4.71
C 0.84 -3.92 1.53
C 1.22 -1.29 2.71
C -3.28 2.64 0.57
C 3.72 -2.47 -0.24
C -0.47 1.92 2.94
Be 1.09 -1.63 0.13
H 0.73 2.84 0.56
H 4.17 -1.47 -0.21
H -0.19 -3.37 -1.65
H -2.08 0.25 -5.02
H -0.72 1.31 6.29
H 1.76 -1.94 -2.90
H 0.21 -1.65 2.87
H -1.39 -2.51 1.69
H 4.39 -3.16 -0.79
H 0.79 -4.99 1.25
H 3.48 -2.38 -2.74
H -1.69 3.34 -3.73
H -1.72 -3.93 0.67
H 2.55 2.67 -5.33
H -6.54 3.08 1.46
H 2.17 1.54 -1.20
H 3.64 0.50 1.22
H -1.91 -0.72 -2.85
H -0.09 2.69 2.27
H -2.36 1.53 -2.17
H 0.87 0.93 -5.96
H -4.31 -0.59 0.74
H -2.42 3.27 0.32
H 0.05 -4.89 -0.73
H 2.44 -4.53 -0.51
H 2.16 -1.68 4.69
H -2.34 -0.94 2.98
H -6.43 0.58 1.34
H -1.68 -2.30 -0.07
H 4.32 -0.48 3.63
H 3.61 -2.83 0.79
H 0.41 -0.09 -1.80
H -4.47 4.40 0.87
H -1.86 -0.73 5.40
H 2.94 -0.78 -2.19
H 0.25 2.96 4.70
H -0.30 5.23 -2.86
H 0.82 4.99 -0.64
H 0.99 0.27 1.11
H 2.06 -4.11 -2.21
H 1.89 -3.65 1.70
H 3.13 3.04 -2.93
H 0.29 -3.79 2.47
*
```

Calculated values
energy above the lowest of the compared OMol25 structures with the same formula, charge and spin = 4.26 kcal/mol
gap between HOMO and LUMO = 6.138 eV
LUMO = 0.01 eV
electronic energy = -68650.435 eV
HOMO = -6.1 eV